(1)
DFT (ωB97M-V with the def2-TZVPD basis set) results for 2 unconnected molecules or ions with the total composition C5H14NO.

Structure (XYZ):
```
21
Properties=species:S:1:pos:R:3
C 0.71217 1.39824 -1.67070
C 1.76141 0.33993 -1.30528
C 1.12245 -1.03366 -1.48242
C -0.21054 -1.13457 -0.78762
C -0.30184 -1.22733 0.51578
N -1.46574 -0.89287 1.34516
H -0.01528 1.15826 -2.43394
H 0.08660 1.69057 -0.83893
H 1.08733 2.43577 -2.03554
H 2.59643 0.43770 -2.08643
H 2.22089 0.51439 -0.33996
H 1.00580 -1.23919 -2.54670
H 1.84371 -1.88619 -1.19993
H -1.05362 -1.30963 -1.45009
H 0.61509 -1.12405 1.14022
H -1.64653 -1.63244 2.01692
H -1.37400 -0.01329 1.95099
H -2.28782 -0.63954 0.79829
H -0.87374 2.49716 2.10411
H -1.24852 1.93533 3.47531
O -1.11203 1.67850 2.55380
```

The LUMO energy comes out at -3.337 eV. The value obtained for the frontier orbital gap is 10.94 eV. Its net charge is +1. The HOMO energy comes out at -14.28 eV.

---

(2)
DFT (ωB97M-V with the def2-TZVPD basis set) results for a molecular structure, C19H15IrN3O6S.

Structure (XYZ):
```
45
Properties=species:S:1:pos:R:3
Ir -0.52880 0.18527 -1.18603
O -2.18983 -2.10501 -3.74608
C -1.51989 -1.49071 -2.96876
O -2.01183 -1.00706 -1.77212
C -0.16357 -1.13983 -3.42105
C 0.44240 -1.90859 -4.34876
C 1.55369 -1.26027 -4.98206
C 2.11278 -0.04633 -4.53760
C 1.52683 0.59317 -3.42200
N 0.42085 -0.01094 -2.88203
H -0.03397 -2.85441 -4.54929
H 1.96505 -1.85208 -5.82008
H 2.95650 0.43996 -4.99453
H 1.92315 1.54119 -3.10325
O 1.06694 1.58783 -0.78587
C 2.32743 1.05029 -0.40969
C 2.22869 -0.32364 0.13930
C 3.30511 -0.81640 0.84989
C 3.26099 -2.09680 1.33838
C 2.09044 -2.86360 1.20544
C 1.05143 -2.31182 0.46391
N 1.12411 -1.06203 -0.03141
H 0.82040 2.35621 -0.23575
H 2.86940 1.71084 0.30919
H 2.98839 1.05514 -1.29387
H 4.14762 -0.15934 1.00567
H 4.07605 -2.50475 1.88267
H 2.08119 -3.90080 1.57519
H 0.10724 -2.81556 0.23062
O -3.41302 -0.40928 0.26761
C -2.66553 0.31144 0.89914
N -1.27903 0.60385 0.50564
S -0.61747 1.79269 1.66225
O 0.53767 1.33918 2.40451
O -0.43537 3.01595 0.86712
C -2.00009 1.71807 2.68837
C -1.96959 2.32652 3.91484
C -3.06054 2.09965 4.77501
C -4.11951 1.30746 4.33302
C -4.01956 0.57856 3.12148
C -2.94875 0.83134 2.23979
H -1.09465 2.89938 4.19453
H -3.11914 2.52784 5.74615
H -4.97468 1.20522 4.98662
H -4.81953 -0.13779 2.88389
```

Its multiplicity is 5. The LUMO energy (alpha / beta) comes out at -3.574 / -6.403 eV. The value obtained for the frontier orbital gap (alpha / beta) is 4.93 / 6.10 eV. Its net charge is +1. The HOMO energy (alpha / beta) comes out at -8.50 / -12.50 eV.

---

(3)
DFT (ωB97M-V with the def2-TZVPD basis set) results for 3 unconnected molecules or ions with the total composition C17H34BN2O5PS.

Structure (XYZ):
```
61
Properties=species:S:1:pos:R:3
O 1.77211 1.74630 1.07737
P 0.34195 1.17936 1.77631
O -0.19282 2.20362 3.01991
B -1.05946 1.05232 0.43851
C -1.71048 2.25698 -0.38272
C -2.58484 1.84222 -1.63214
C -3.64591 0.69939 -1.37549
C -3.38250 -0.59726 -2.27658
C -1.91737 -1.15750 -2.19009
C -1.78196 -2.37532 -3.21338
C -1.43626 -1.92164 -4.67493
S 0.24683 -1.14280 -4.76391
C 0.20768 -0.26446 -6.35049
N -0.67230 -0.48533 -7.33555
N -0.31208 0.43563 -8.28395
C 0.71934 1.13943 -7.87023
O 1.13034 0.70577 -6.59277
H 2.33119 0.95238 1.01548
H -1.09332 1.94218 3.28992
H -1.48436 -0.04253 0.25221
H -0.85795 2.90154 -0.74991
H -2.28721 2.92087 0.32848
H -1.97569 1.57363 -2.53850
H -3.15404 2.76728 -1.93712
H -4.63303 1.09633 -1.75191
H -3.81300 0.44408 -0.30053
H -4.15994 -1.36469 -2.01267
H -3.55240 -0.32236 -3.35824
H -1.13155 -0.38279 -2.37862
H -1.66544 -1.60559 -1.18891
H -2.79347 -2.87316 -3.20959
H -1.07514 -3.15548 -2.81621
H -2.24289 -1.22275 -5.02483
H -1.40834 -2.81726 -5.34244
H 1.27009 1.97313 -8.34299
C 0.56412 -5.14281 1.13333
C 1.62863 -4.15095 1.56475
C 1.62534 -3.16752 0.40928
O 0.29173 -3.14572 -0.11425
C -0.44681 -4.23753 0.44901
H 0.13465 -5.71317 1.95716
H 0.98438 -5.84899 0.41125
H 1.31567 -3.64899 2.48478
H 2.60662 -4.60032 1.73802
H 2.29921 -3.49319 -0.39054
H 1.91093 -2.15879 0.71476
H -1.16098 -3.82452 1.16985
H -1.00404 -4.74843 -0.33890
C 2.65167 4.56462 5.87703
C 2.02387 3.37863 5.16841
C 3.15404 2.36604 5.19103
O 3.91919 2.62667 6.37581
C 3.50973 3.88316 6.92862
H 1.92536 5.25703 6.30376
H 3.28551 5.12068 5.17987
H 1.17593 3.00544 5.74993
H 1.67350 3.60222 4.16208
H 3.81694 2.49093 4.32793
H 2.79428 1.33551 5.20665
H 2.93461 3.67895 7.83861
H 4.39017 4.46952 7.19826
```

The LUMO energy comes out at -0.668 eV. The value obtained for the frontier orbital gap is 7.00 eV. Its net charge is 0. The HOMO energy comes out at -7.66 eV. The SMILES is OP(O)BCCCCCCCSc1nnco1.C1CCOC1.C1CCOC1.

---

no.,largest force on an atom (eV/Å)
1,3.2
2,3.8
3,3.4